ORCA calculation (ωB97M-V/def2-TZVPD) on C45H69KN4O4PSb as an isolated structure.

Last column: Löwdin charge in e.
Positions of all 125 atoms, in Å:
K  0.67266  0.09028  -0.63221  0.718
N  0.76781  -2.57178  0.75196  0.108
C  1.30771  -3.83276  0.90455  -0.258
C  0.51925  -4.83755  1.48209  -0.054
C  0.97168  -6.13776  1.60758  -0.137
C  2.23500  -6.46925  1.13757  -0.140
C  3.02586  -5.47154  0.58577  -0.070
C  2.62049  -4.13834  0.47974  -0.129
C  3.56559  -3.10929  -0.04502  -0.231
C  4.92060  -3.26843  0.29397  -0.096
C  5.88420  -2.40699  -0.20629  -0.146
C  5.48753  -1.38222  -1.05611  -0.140
C  4.13743  -1.22088  -1.35002  -0.169
C  3.10383  -2.03867  -0.85474  -0.073
H  0.12995  -2.28468  1.47444  0.065
H  1.44132  -1.89701  0.39230  -0.020
H  -0.47873  -4.57100  1.81655  0.097
H  0.32901  -6.88933  2.05308  0.084
H  2.60316  -7.48723  1.19458  0.078
H  4.00910  -5.73032  0.21024  0.096
H  5.22854  -4.05417  0.97841  0.089
H  6.92586  -2.52668  0.07582  0.078
H  6.21774  -0.68219  -1.45417  0.084
H  3.88710  -0.36745  -1.98410  0.074
C  5.46810  4.55441  -3.46788  -0.120
O  6.07322  4.00660  -2.32022  -0.106
C  5.27290  3.27221  -1.46135  -0.296
C  5.95186  2.69438  -0.37694  -0.055
C  5.21855  1.94266  0.50740  -0.062
C  3.83228  1.72958  0.40804  -0.102
C  3.20564  0.84868  1.38993  -0.395
C  4.06718  0.16192  2.43753  -0.012
O  2.00510  0.58263  1.41348  -0.090
C  3.11953  2.32208  -0.71728  -0.389
O  1.88977  2.19294  -0.95294  -0.167
C  3.92732  3.09769  -1.62786  0.031
H  6.26260  5.05532  -4.02158  0.079
H  4.69316  5.28295  -3.20977  0.087
H  5.02122  3.78072  -4.09953  0.089
H  7.02075  2.82822  -0.27980  0.095
H  5.75041  1.47103  1.32251  0.095
H  4.65878  0.86308  3.02836  0.072
H  4.75103  -0.53713  1.94791  0.077
H  3.39589  -0.39317  3.08887  0.076
H  3.38683  3.52844  -2.45726  0.097
C  0.22883  1.50134  -3.99392  -0.079
N  -0.84754  0.60854  -4.40799  -0.283
C  -1.59265  1.10010  -5.54387  -0.131
P  -0.82995  -0.94335  -3.84451  0.510
O  -0.60861  -1.02853  -2.39598  -0.368
N  -2.29473  -1.56005  -4.38273  -0.304
C  -3.46276  -0.96343  -3.73412  -0.112
C  -2.37969  -3.01189  -4.43492  -0.115
N  0.37141  -1.78502  -4.62562  -0.307
C  0.49979  -1.76341  -6.06036  -0.124
C  1.19378  -2.77093  -3.93485  -0.092
H  -0.18747  2.46008  -3.68332  0.073
H  0.92321  1.66009  -4.83033  0.086
H  0.81316  1.12197  -3.15527  0.056
H  -2.10613  2.02834  -5.27317  0.075
H  -2.33259  0.36779  -5.85881  0.067
H  -0.93160  1.31400  -6.39636  0.074
H  -3.33501  0.11082  -3.62156  0.053
H  -3.61620  -1.37104  -2.72833  0.090
H  -4.35128  -1.15991  -4.34172  0.081
H  -1.52831  -3.42409  -4.97513  0.062
H  -3.29479  -3.29049  -4.96433  0.077
H  -2.40770  -3.46076  -3.43366  0.092
H  -0.19283  -1.03972  -6.49297  0.063
H  0.28140  -2.74395  -6.50797  0.075
H  1.51779  -1.48447  -6.35529  0.082
H  1.16318  -2.61024  -2.85800  0.056
H  2.23719  -2.64902  -4.23818  0.084
H  0.87686  -3.79359  -4.18097  0.076
C  -2.84777  3.10382  -2.40721  -0.149
C  -3.88512  2.23579  -2.07810  -0.155
C  -3.82640  1.49609  -0.89928  -0.188
C  -2.77073  1.56766  0.03031  -0.229
C  -1.74260  2.43610  -0.37187  -0.220
C  -1.76539  3.19085  -1.54305  -0.129
H  -2.88556  3.69710  -3.31631  0.080
H  -4.74362  2.14135  -2.74109  0.082
H  -4.67878  0.84133  -0.69610  0.066
H  -0.84568  2.55100  0.24434  0.060
H  -0.92523  3.84066  -1.77419  0.094
C  -3.81180  2.68065  4.65405  -0.134
C  -3.42991  2.66012  3.17161  -0.680
C  -4.72781  2.67171  2.36431  -0.126
C  -2.66757  3.94704  2.85118  -0.140
Sb  -2.03564  1.00799  2.63211  1.616
C  -0.98749  0.77929  4.70830  -0.690
C  0.16174  -0.19969  4.41185  -0.167
C  -0.30828  2.12536  4.97030  -0.166
C  -1.68707  0.32879  5.98550  -0.142
C  -3.40902  -0.74523  2.73658  -0.687
C  -4.53427  -0.63342  3.76650  -0.131
C  -2.60184  -1.99898  3.07198  -0.137
C  -4.05000  -0.95195  1.36657  -0.157
H  -4.50648  3.51427  4.83420  0.073
H  -2.95250  2.83211  5.31032  0.042
H  -4.31181  1.76421  4.96864  0.055
H  -5.33734  3.52696  2.69460  0.074
H  -5.32970  1.77074  2.50844  0.052
H  -4.53705  2.77364  1.30034  0.052
H  -3.28909  4.81776  3.10661  0.075
H  -2.43049  3.99922  1.78675  0.061
H  -1.73317  4.02747  3.41208  0.057
H  0.63626  -0.00542  3.44444  0.033
H  -0.15147  -1.24221  4.42817  0.057
H  0.94427  -0.09584  5.17873  0.071
H  0.24671  2.46391  4.08923  0.070
H  0.42023  2.02213  5.78916  0.070
H  -1.00303  2.92199  5.25507  0.044
H  -2.20399  -0.62596  5.86585  0.047
H  -2.41815  1.05575  6.34629  0.050
H  -0.94648  0.18122  6.79002  0.068
H  -4.16295  -0.49193  4.78152  0.054
H  -5.12505  -1.56201  3.75621  0.076
H  -5.21794  0.18674  3.54154  0.048
H  -2.29002  -2.02313  4.11436  0.056
H  -1.70946  -2.09300  2.45175  0.048
H  -3.21909  -2.88962  2.89083  0.078
H  -4.68925  -0.10993  1.09511  0.044
H  -4.66359  -1.86464  1.39359  0.075
H  -3.30510  -1.04704  0.57449  0.070

Forces on atoms 1 to 6 (eV/Å):
K -0.382 -0.074 0.202
N 0.078 -0.133 0.052
C -0.156 -0.014 0.012
C -0.033 0.044 -0.013
C 0.006 -0.011 -0.006
C -0.016 -0.043 0.015

Computed properties:
Charge = -2
Highest occupied orbital energy = -0.046 Eh
Orbital gap = 5.033 eV
Energy = -3457.63687 hartree
Maximum force = 0.44 eV/A